Record 1
C5H13N3 | ωB97M-V/def2-TZVPD

Its spin multiplicity is 1. The energy above the lowest of the compared OMol25 structures with the same formula, charge and spin comes out at 88.7 kJ/mol. The HOMO energy comes out at -7.73 eV. The LUMO energy comes out at 1.0 eV. The gap between HOMO and LUMO comes out at 8.700 eV.

Geometry (Å):
C (2.431, 0.233, 0.396)
C (1.815, -1.124, 0.550)
C (0.662, -1.381, 1.163)
N (-0.129, -0.470, 1.848)
H (3.101, 0.456, 1.228)
H (1.669, 1.012, 0.361)
H (3.012, 0.280, -0.523)
H (2.379, -1.950, 0.143)
H (0.297, -2.399, 1.221)
H (-1.121, -0.626, 1.734)
H (0.110, 0.491, 1.647)
C (-1.895, -0.965, -1.412)
N (-1.809, 0.198, -0.583)
C (-1.100, 1.174, -0.950)
N (-0.900, 2.257, -0.141)
H (-2.948, -1.184, -1.594)
H (-1.460, -1.811, -0.875)
H (-1.374, -0.852, -2.372)
H (-0.539, 1.209, -1.896)
H (-0.670, 3.130, -0.585)
H (-1.533, 2.322, 0.641)

natural (NBO) population analysis, charges in e, atoms 1 to 2: C -0.650; C -0.305

=====

Record 2
C5H13N3 | ωB97M-V/def2-TZVPD

Its spin multiplicity is 1. The energy above the lowest of the compared OMol25 structures with the same formula, charge and spin comes out at 430.7 kJ/mol. The HOMO energy comes out at -7.48 eV. The LUMO energy comes out at 0.8 eV. The gap between HOMO and LUMO comes out at 8.259 eV.

Geometry (Å):
H (-2.252, 0.319, 1.913)
N (-1.861, -0.502, 1.408)
N (-0.786, -0.257, 0.873)
C (-0.450, 1.259, 0.297)
C (0.998, 1.622, 0.567)
C (-0.921, 1.518, -1.120)
H (-1.085, 1.842, 0.982)
H (1.662, 1.189, -0.177)
H (1.291, 1.331, 1.574)
H (1.108, 2.708, 0.540)
H (-0.223, 1.113, -1.849)
H (-1.922, 1.117, -1.284)
H (-0.974, 2.596, -1.289)
C (0.064, -2.005, -1.295)
C (0.211, -2.063, 0.074)
N (1.412, -1.711, 0.700)
H (-0.766, -2.515, -1.754)
H (0.891, -1.810, -1.957)
H (-0.438, -2.739, 0.628)
H (2.260, -2.245, 0.535)
H (1.781, -0.767, 0.634)

natural (NBO) population analysis, charges in e, atoms 1 to 2: H 0.277; N -0.303

=====

Record 3
C5H13N3 | ωB97M-V/def2-TZVPD

Its spin multiplicity is 1. The energy above the lowest of the compared OMol25 structures with the same formula, charge and spin comes out at 109.6 kJ/mol. The HOMO energy comes out at -8.18 eV. The LUMO energy comes out at 0.9 eV. The gap between HOMO and LUMO comes out at 9.037 eV.

Geometry (Å):
H (-2.066, -1.586, 3.048)
N (-2.020, -0.854, 2.346)
C (-0.975, -0.157, 2.559)
N (-0.642, 0.917, 1.793)
C (0.719, 1.420, 1.768)
H (-0.243, -0.367, 3.344)
H (-1.160, 1.022, 0.931)
H (0.756, 2.310, 1.152)
H (1.072, 1.615, 2.782)
H (1.431, 0.678, 1.380)
C (-0.422, -1.783, -1.080)
C (-0.248, -0.568, -1.955)
C (0.941, -0.061, -2.261)
N (1.138, 1.068, -3.097)
H (0.505, -2.353, -1.027)
H (-0.736, -1.487, -0.079)
H (-1.178, -2.460, -1.475)
H (-1.137, -0.092, -2.345)
H (1.856, -0.535, -1.930)
H (2.011, 1.532, -2.874)
H (0.399, 1.741, -2.981)

natural (NBO) population analysis, charges in e, atoms 1 to 2: H 0.338; N -0.719

=====

Record 4
C5H13N3 | ωB97M-V/def2-TZVPD

Its spin multiplicity is 1. The energy above the lowest of the compared OMol25 structures with the same formula, charge and spin comes out at 606.9 kJ/mol. The HOMO energy (spin up / spin down) comes out at -7.99 / -7.98 eV. The LUMO energy (spin up / spin down) comes out at -1.8 / -1.8 eV. The gap between HOMO and LUMO (spin up / spin down) comes out at 6.154 / 6.150 eV.

Geometry (Å):
C (1.043, 1.383, 0.873)
C (0.335, 1.180, -1.444)
N (0.235, 0.645, -0.091)
C (1.380, -2.405, 0.467)
N (1.043, -1.551, 1.314)
H (0.761, 2.442, 0.912)
H (2.096, 1.304, 0.591)
H (0.933, 0.962, 1.870)
H (-0.023, 2.213, -1.518)
H (-0.207, 0.556, -2.152)
H (1.387, 1.158, -1.746)
H (0.977, -2.458, -0.556)
H (2.185, -3.128, 0.688)
C (-1.721, -0.855, -0.632)
C (-1.026, 0.042, 0.389)
N (-1.879, 0.971, 0.898)
H (-1.376, 1.562, 1.562)
H (-0.414, -0.778, 1.174)
H (-2.152, -0.270, -1.445)
H (-2.543, -1.370, -0.134)
H (-1.031, -1.604, -1.021)

natural (NBO) population analysis, charges in e, atoms 1 to 2: C -0.420; C -0.400

=====

Record 5
C5H13N3 | ωB97M-V/def2-TZVPD

Its spin multiplicity is 1. The energy above the lowest of the compared OMol25 structures with the same formula, charge and spin comes out at 621.0 kJ/mol. The HOMO energy (spin up / spin down) comes out at -7.43 / -7.32 eV. The LUMO energy (spin up / spin down) comes out at 0.6 / 0.1 eV. The gap between HOMO and LUMO (spin up / spin down) comes out at 7.988 / 7.465 eV.

Geometry (Å):
C (-0.896, 1.031, 2.599)
C (0.962, 1.643, 1.190)
N (0.347, 1.668, 2.252)
H (-1.584, 1.782, 2.992)
H (-0.716, 0.295, 3.386)
H (-1.332, 0.532, 1.711)
H (1.910, 2.176, 1.043)
H (0.875, 0.395, -0.180)
C (1.199, -1.804, -0.388)
N (-1.178, -0.029, -0.361)
C (0.929, -0.443, -0.960)
N (-2.239, -0.352, -1.120)
C (1.155, -0.118, -2.242)
H (-0.939, 0.942, -0.572)
H (-2.520, -1.317, -1.027)
H (-2.303, 0.012, -2.066)
H (1.414, -2.536, -1.170)
H (2.059, -1.769, 0.287)
H (0.348, -2.154, 0.199)
H (1.002, 0.892, -2.607)
H (1.507, -0.847, -2.965)

natural (NBO) population analysis, charges in e, atoms 1 to 2: C -0.456; C 0.050

=====

Record 6
C5H13N3O | ωB97M-V/def2-TZVPD

Its spin multiplicity is 1. The energy above the lowest of the compared OMol25 structures with the same formula, charge and spin comes out at 366.5 kJ/mol. The HOMO energy comes out at -7.13 eV. The LUMO energy comes out at 0.8 eV. The gap between HOMO and LUMO comes out at 7.929 eV.

Geometry (Å):
C (-0.969, -1.207, -1.234)
C (-0.813, -1.007, 0.248)
N (-2.152, 0.812, 0.313)
N (-0.074, -1.977, 0.922)
N (-1.507, -0.165, 0.971)
H (-2.516, 1.439, 1.031)
H (-1.070, 1.518, -0.206)
H (-0.152, -2.913, 0.550)
H (-0.195, -1.940, 1.924)
H (-0.100, -1.707, -1.661)
H (-1.861, -1.813, -1.429)
H (-1.117, -0.262, -1.747)
C (2.052, 0.054, -0.430)
C (1.051, 0.893, 0.278)
C (0.254, 1.887, -0.319)
O (1.190, 0.819, 1.626)
H (0.390, 1.154, 2.054)
H (3.058, 0.388, -0.155)
H (1.943, 0.131, -1.509)
H (1.958, -0.986, -0.108)
H (0.456, 2.069, -1.368)
H (0.172, 2.813, 0.247)

natural (NBO) population analysis, charges in e, atoms 1 to 2: C -0.697; C 0.343

=====

Record 7
C5H13N3O | ωB97M-V/def2-TZVPD

Its spin multiplicity is 1. The energy above the lowest of the compared OMol25 structures with the same formula, charge and spin comes out at 527.2 kJ/mol. The HOMO energy comes out at -7.32 eV. The LUMO energy comes out at 0.6 eV. The gap between HOMO and LUMO comes out at 7.880 eV.

Geometry (Å):
C (2.142, -0.479, -0.823)
N (-1.875, 0.709, -0.358)
C (2.229, 0.416, 0.372)
O (-0.879, 1.391, -1.061)
N (1.246, 1.162, 0.646)
H (-0.034, 1.377, -0.541)
H (-1.647, 0.723, 0.633)
H (1.353, 1.745, 1.475)
H (3.035, -0.369, -1.436)
H (2.088, -1.519, -0.501)
H (1.264, -0.249, -1.420)
C (-4.223, -0.823, -0.034)
C (3.500, 0.335, 1.164)
C (-3.008, -1.461, -0.625)
N (-1.959, -0.739, -0.757)
H (-1.132, -1.084, -1.242)
H (-5.117, -1.360, -0.348)
H (-4.152, -0.906, 1.052)
H (3.557, -0.639, 1.652)
H (3.543, 1.109, 1.929)
H (4.366, 0.426, 0.509)
H (-4.300, 0.235, -0.286)

natural (NBO) population analysis, charges in e, atoms 1 to 2: C -0.681; N -0.215

=====

Record 8
C5H13N3O | ωB97M-V/def2-TZVPD

Its spin multiplicity is 1. The energy above the lowest of the compared OMol25 structures with the same formula, charge and spin comes out at 424.4 kJ/mol. The HOMO energy comes out at -7.20 eV. The LUMO energy comes out at 0.6 eV. The gap between HOMO and LUMO comes out at 7.823 eV.

Geometry (Å):
C (-0.046, -0.735, -0.638)
C (1.088, 1.476, 1.202)
C (-0.953, -1.697, -1.396)
C (1.326, -1.285, -0.342)
N (-0.302, 1.042, 1.138)
C (-0.818, -0.081, 0.513)
N (-1.072, 1.599, 2.194)
N (0.376, 0.409, -1.702)
O (-1.907, -0.522, 0.854)
H (-1.267, 0.858, 2.865)
H (-1.977, 1.851, 1.807)
H (0.259, 1.371, -1.385)
H (-0.051, 0.304, -2.623)
H (1.681, 1.035, 0.406)
H (1.122, 2.565, 1.142)
H (1.536, 1.170, 2.151)
H (-0.402, -2.128, -2.235)
H (-1.862, -1.214, -1.760)
H (-1.251, -2.502, -0.730)
H (1.421, -0.063, -1.536)
H (1.691, -1.111, 0.668)
H (1.412, -2.341, -0.591)

natural (NBO) population analysis, charges in e, atoms 1 to 2: C 0.052; C -0.419

=====

Record 9
C5H13N3O2 | ωB97M-V/def2-TZVPD

Its spin multiplicity is 1. The energy above the lowest of the compared OMol25 structures with the same formula, charge and spin comes out at 17.9 kJ/mol. The HOMO energy comes out at -9.02 eV. The LUMO energy comes out at 0.8 eV. The gap between HOMO and LUMO comes out at 9.845 eV.

Geometry (Å):
H (2.576, 0.197, 1.698)
N (1.846, 0.325, 1.018)
C (1.988, -0.507, 0.062)
N (2.928, -1.532, 0.069)
N (1.295, -0.492, -1.108)
C (0.465, 0.597, -1.547)
C (-0.664, 0.104, -2.425)
H (3.422, -1.760, -0.773)
H (3.300, -1.828, 0.956)
H (1.146, -1.390, -1.537)
H (0.982, 1.331, -2.157)
H (0.102, 1.138, -0.674)
H (-0.300, -0.402, -3.323)
H (-1.217, 0.964, -2.807)
H (-1.405, -0.517, -1.912)
C (-3.038, 0.452, 1.743)
C (-1.574, 0.246, 2.075)
O (-1.147, -0.510, 2.912)
O (-0.801, 0.973, 1.259)
H (-3.472, 1.125, 2.479)
H (-3.514, -0.506, 1.788)
H (-3.073, 0.861, 0.753)
H (0.152, 1.131, 1.451)

natural (NBO) population analysis, charges in e, atoms 1 to 2: H 0.349; N -0.820

=====

Record 10
C5H13N3O2 | ωB97M-V/def2-TZVPD

Its spin multiplicity is 1. The energy above the lowest of the compared OMol25 structures with the same formula, charge and spin comes out at 146.5 kJ/mol. The HOMO energy comes out at -8.68 eV. The LUMO energy comes out at 0.7 eV. The gap between HOMO and LUMO comes out at 9.378 eV.

Geometry (Å):
C (0.823, 0.117, 3.106)
C (-0.025, -0.376, 1.994)
N (-0.440, 0.687, 1.074)
C (0.382, 1.206, 0.255)
N (1.730, 0.924, 0.174)
N (-0.001, 2.220, -0.628)
H (1.834, 0.237, 2.709)
H (1.146, -0.549, 3.932)
H (0.516, 1.152, 3.320)
H (0.397, -1.122, 1.270)
H (-0.961, -0.883, 2.297)
H (2.262, 0.390, 0.831)
H (2.254, 1.191, -0.641)
H (0.251, 3.109, -0.217)
H (-0.889, 2.232, -1.093)
C (-0.693, -1.968, -1.891)
C (-1.756, -1.146, -2.510)
O (-2.926, -1.362, -2.520)
O (-1.199, 0.115, -2.756)
H (-0.316, -2.755, -2.581)
H (-1.061, -2.559, -1.040)
H (0.279, -1.535, -1.674)
H (-1.607, 0.676, -3.408)

natural (NBO) population analysis, charges in e, atoms 1 to 2: C -0.638; C -0.257

=====

How do the records compare in maximum force? In the order shown, they have 0.59 4.41 0.81 3.72 1.68 1.65 1.47 0.43 1.45 3.24 eV/A.